# 1
45
Properties=species:S:1:pos:R:3 method="wB97M-V/def2-TZVPD" energy_ev=-31936.937 lumo_ev=0.459 smiles="CCOC(=O)CCC[C@@]1([C@H](C)F)OC(=O)O[C@H]1OC[C@@H](C)O" orbital_gap_ev=10.6
C -2.3819 -4.1204 3.7720
C -0.9172 -4.5168 3.2072
O -0.6149 -3.9398 1.9116
C 0.2374 -2.8088 2.0095
O 0.1247 -2.0199 2.9935
C 1.3211 -2.4664 0.8611
C 0.7837 -1.3536 -0.1944
C 1.9616 -0.3127 -0.6376
C 1.5879 1.2208 -0.2542
C 1.0986 1.4888 1.2510
C 1.6054 2.8871 1.8735
F 1.5228 0.4584 2.1863
O 2.6893 2.0534 -0.7678
C 2.2316 3.2801 -1.3647
O 2.8756 4.1970 -1.8931
O 0.7947 3.2123 -1.1455
C 0.4475 1.8178 -1.2563
O 0.4743 1.3867 -2.6273
C -0.3784 2.1931 -3.4756
C -1.9449 2.1135 -3.1403
C -2.3958 0.5641 -2.9838
O -2.3781 2.9661 -2.0541
H -2.4704 -2.9738 3.7853
H -3.2035 -4.6154 3.1521
H -2.5121 -4.4455 4.8762
H -0.9451 -5.6675 3.0754
H -0.1433 -4.3137 4.0195
H 1.4919 -3.4364 0.2665
H 2.3087 -2.1346 1.3367
H 0.3349 -1.8885 -1.1044
H -0.0812 -0.8052 0.3402
H 2.9537 -0.6226 -0.1459
H 2.1406 -0.4018 -1.7744
H -0.0468 1.5197 1.2632
H 1.4192 2.8322 2.9959
H 2.7166 2.9795 1.6039
H 1.0288 3.7356 1.3519
H -0.5564 1.4571 -0.8272
H -0.2558 1.7686 -4.5461
H -0.0692 3.2963 -3.5511
H -2.4953 2.4969 -4.0860
H -1.5085 -0.1597 -3.1437
H -2.8417 0.3204 -1.9611
H -3.1432 0.3137 -3.8268
H -2.8668 2.4438 -1.3713

=====

# 2
42
Properties=species:S:1:pos:R:3 method="wB97M-V/def2-TZVPD" charge=+2 energy_ev=-97735.515 lumo_ev=-8.364 orbital_gap_ev=4.8
C -2.3322 0.0997 -2.7172
C -2.1976 -1.0822 -1.9849
C -1.7541 -1.0372 -0.6487
C -1.4467 0.2005 -0.0871
C -1.4665 1.3705 -0.8579
C -1.9625 1.3246 -2.1647
C -1.5912 -2.3171 0.1217
C -0.3856 -3.1473 -0.4173
N 0.8688 -2.4363 -0.4609
Pb -2.1435 0.7284 1.9753
C -0.9419 2.6532 -0.2409
P 0.6389 2.3755 0.6168
H -2.4404 -2.0503 -2.4360
H -2.0179 2.2533 -2.7355
H -2.7211 0.0658 -3.7374
H -1.6437 3.1114 0.4836
H -0.7385 3.4074 -1.0198
H -1.4672 -2.1460 1.2057
H -2.4863 -2.9543 -0.0016
H -0.2337 -4.0123 0.2502
C 1.2375 3.9232 1.2786
C 1.7652 1.7639 -0.6501
H -0.6203 -3.4946 -1.4365
C 1.3600 -1.9436 -1.7158
C 1.8923 -2.7726 0.4895
H 0.6172 1.4029 1.6759
H 1.7857 -2.7529 -2.3436
H 0.5550 -1.4553 -2.2804
H 2.1587 -1.2087 -1.5334
H 2.5900 -3.5443 0.1025
H 2.4957 -1.8831 0.7308
H 1.4330 -3.1518 1.4155
H 2.0498 2.5890 -1.3234
H 2.6685 1.3506 -0.1767
H 1.2853 0.9668 -1.2358
H 1.2233 4.6998 0.4982
H 0.6015 4.2296 2.1206
H 2.2642 3.7791 1.6465
H 0.4987 0.7522 2.8459
Se 0.4620 -0.0050 6.4404
C 0.1829 0.1268 4.7554
N -0.0434 0.2209 3.5526

=====

# 3
46
Properties=species:S:1:pos:R:3 method="wB97M-V/def2-TZVPD" charge=+2 energy_ev=-30417.753 lumo_ev="-7.560 / -7.565" orbital_gap_ev="5.8 / 5.8"
C -0.8123 -2.4682 -3.2757
C -1.5358 -1.4797 -4.0521
H -1.4118 -3.4351 -3.0608
H 0.2361 -2.7380 -3.6427
C -1.8486 -0.1394 -3.7087
C -1.5786 0.6160 -2.6022
H -2.0341 0.3802 -1.5198
H -0.7880 1.4864 -2.5764
C -2.0421 -1.9866 -5.3617
H -1.6718 -3.0184 -5.4718
H -1.6527 -1.3749 -6.1974
H -3.1501 -2.0140 -5.3627
C -2.6001 0.6789 -4.7173
H -3.5623 0.1898 -4.9213
H -1.9858 0.8104 -5.6228
H -2.7733 1.6662 -4.2416
Sr -0.6669 0.1612 2.9461
O 0.0107 -0.5216 0.9291
C 0.5468 -0.0949 -0.1598
O 0.8682 1.7376 2.1410
C 1.4412 1.8741 1.0474
O 2.3889 2.7846 0.8414
N 1.1633 1.1912 -0.1324
C 2.7915 2.7491 -0.5780
C 1.8626 1.7967 -1.2718
H 3.8183 2.3802 -0.6224
H 2.7115 3.7663 -0.9575
H 2.3885 1.0548 -1.8785
H 1.1350 2.3224 -1.9040
C 0.4878 -0.8549 -1.2897
C -0.4193 -2.0135 -1.3549
H 0.9502 -0.4666 -2.3499
H -1.4846 -1.9796 -0.9328
H 0.2546 -2.9090 -1.0604
C -0.1919 1.0238 7.8621
O 0.8832 0.2414 7.2482
C 0.6793 0.0445 5.9508
O -0.3185 0.4891 5.3408
N 1.6816 -0.6423 5.3302
N 1.4368 -1.0418 3.9428
H 0.0910 1.1207 8.9107
H -1.1490 0.4976 7.7615
H -0.2665 2.0081 7.3850
H 2.3202 -1.1727 5.9142
H 2.2151 -0.6615 3.3852
H 1.5814 -2.0586 3.8909

=====

# 4
45
Properties=species:S:1:pos:R:3 method="wB97M-V/def2-TZVPD" charge=+1 energy_ev=-55508.345 lumo_ev="-5.683 / -5.969" orbital_gap_ev="5.6 / 5.1"
Tl 1.4854 -0.6412 -1.5667
N -0.0022 -4.6935 -0.2486
C 0.0537 -3.5902 -1.0020
S 1.3217 -3.4628 -2.1539
N -0.9203 -2.7041 -0.8213
N -0.8429 -1.5351 -1.4201
C -1.9465 -0.8214 -1.4218
C -2.0341 0.5001 -1.8993
C -3.2357 1.2096 -1.6901
C -3.3664 2.5277 -2.0371
C -2.2937 3.2173 -2.6466
C -1.1265 2.5758 -2.9146
C -0.9490 1.1709 -2.6306
O 0.0393 0.5581 -3.0862
H 0.6104 -5.4658 -0.4501
H -0.7934 -4.8404 0.3569
H -2.8513 -1.2866 -1.0227
H -4.0557 0.6967 -1.2091
H -4.2908 3.0522 -1.8437
H -2.4175 4.2591 -2.9066
H -0.3086 3.0727 -3.4152
C 0.9623 -2.9509 2.4980
P 1.4266 -1.6138 1.3177
C 3.2600 -1.7801 1.3819
C 1.1799 -0.1502 2.4355
C 1.5184 1.1780 1.7689
P 0.4590 1.5475 0.2848
C 1.1579 3.1861 -0.1729
C -1.0907 2.0803 1.1297
H 1.4559 -2.7950 3.4574
H 1.2714 -3.9114 2.0894
H -0.1166 -2.9593 2.6421
H 3.6164 -1.7700 2.4113
H 3.7271 -0.9712 0.8213
H 3.5401 -2.7225 0.9126
H 1.8023 -0.2915 3.3249
H 0.1329 -0.1568 2.7500
H 2.5607 1.1806 1.4369
H 1.3908 1.9967 2.4847
H 1.3475 3.7846 0.7183
H 0.4480 3.7080 -0.8123
H 2.0866 3.0499 -0.7254
H -0.8590 2.7934 1.9200
H -1.6040 1.2194 1.5525
H -1.7493 2.5495 0.4022